Record 1
DFT (the ωB97M-V functional and the def2-TZVPD basis) results for a structure of composition C32H32Cl2N3O3PTa.

Geometry as XYZ:
```
74
Properties=species:S:1:pos:R:3:forces:R:3:mulliken_charge:R:1
Ta 0.869 -0.229 0.239 0.5 -1.7 -1.4 0.950
C 2.296 -1.416 -2.412 0.1 -0.1 0.1 -1.353
O 1.102 -1.423 -1.558 -0.1 0.2 0.4 1.202
C 0.079 -2.357 -1.883 0.3 0.0 -0.3 0.672
C 0.171 -3.261 -2.916 0.0 0.0 -0.1 -0.821
C -0.912 -4.111 -3.123 0.0 0.0 0.0 -0.886
C -2.035 -4.041 -2.309 0.0 0.0 0.0 -0.811
C -2.097 -3.121 -1.270 -0.1 -0.1 0.0 -0.728
C -1.026 -2.271 -1.066 -0.1 0.4 0.3 0.271
N -0.913 -1.305 -0.019 -0.1 -0.1 0.3 0.082
N -2.067 -1.077 0.615 0.1 0.0 -0.2 -0.482
C -2.173 -0.402 1.728 -0.1 -0.2 0.1 0.593
C -1.051 0.024 2.539 0.4 -0.3 -0.5 0.286
O 0.158 0.013 1.931 -0.5 0.5 0.8 -0.350
C -1.169 0.333 3.851 -0.2 0.2 0.4 -1.005
C -2.467 0.389 4.399 0.2 0.0 0.1 -0.533
C -3.623 0.140 3.661 0.0 0.0 0.0 0.485
C -4.898 0.291 4.258 0.1 0.0 0.0 -0.857
C -6.030 0.092 3.511 -0.1 0.0 -0.1 -0.725
C -5.911 -0.275 2.165 0.0 0.0 0.0 -0.645
C -4.672 -0.451 1.559 0.0 0.0 0.0 -0.611
C -3.518 -0.248 2.295 0.1 0.0 0.0 0.968
H 2.812 -2.365 -2.293 0.0 0.0 0.0 0.343
H 1.983 -1.263 -3.440 0.0 0.0 0.0 0.547
H 2.915 -0.594 -2.072 0.0 0.0 0.0 0.292
H 1.041 -3.329 -3.553 0.0 0.0 0.0 0.531
H -0.865 -4.834 -3.926 0.0 0.0 0.0 0.488
H -2.864 -4.715 -2.474 0.0 0.0 0.0 0.465
H -2.955 -3.074 -0.615 0.0 0.0 0.0 0.556
H -0.294 0.552 4.448 0.0 0.0 0.0 0.575
H -2.569 0.658 5.446 0.0 0.0 0.0 0.475
H -4.965 0.565 5.304 0.0 0.0 0.0 0.468
H -7.008 0.214 3.955 0.0 0.0 0.0 0.448
H -6.809 -0.424 1.578 0.0 0.0 0.0 0.453
H -4.609 -0.733 0.517 0.0 0.0 0.0 0.480
Cl 4.425 3.116 -0.410 0.0 -0.1 0.0 -0.150
C 4.684 1.556 0.248 0.4 0.3 0.0 0.109
C 5.959 1.190 0.753 -0.1 0.0 0.0 -0.479
C 6.167 -0.052 1.287 0.1 0.0 0.0 0.494
Cl 7.714 -0.472 1.886 0.0 0.0 0.0 -0.169
C 5.106 -1.008 1.358 0.2 -0.2 0.1 -0.525
C 5.198 -2.315 1.877 0.1 0.1 0.0 -0.530
C 4.089 -3.129 1.874 -0.1 0.0 0.0 -1.190
C 2.877 -2.647 1.377 0.0 -0.1 0.0 -0.019
N 2.743 -1.418 0.882 -0.2 0.4 0.1 -0.552
C 3.862 -0.611 0.865 -0.2 -0.4 0.1 0.929
C 3.676 0.651 0.311 -0.8 -0.1 -0.2 -0.324
O 2.389 0.833 -0.140 0.9 1.2 0.1 0.697
H 6.768 1.906 0.710 0.0 0.0 0.0 0.499
H 6.141 -2.669 2.276 0.0 0.0 0.0 0.518
H 4.136 -4.137 2.259 0.0 0.0 0.0 0.443
H 1.994 -3.276 1.381 0.0 0.0 0.0 0.653
C -0.857 3.102 0.929 0.0 0.0 0.0 -1.239
C -0.190 3.224 -0.440 0.0 0.0 0.1 -0.773
P -0.075 1.661 -1.360 -0.1 -0.1 0.3 0.659
C 1.094 1.930 -2.719 0.0 0.1 -0.1 -0.348
C 0.716 3.126 -3.604 0.1 -0.1 -0.1 -1.324
C -1.696 1.270 -2.107 -0.1 0.1 0.0 -0.183
C -2.639 2.467 -2.283 0.0 -0.1 -0.1 -1.445
H -1.019 4.092 1.354 0.0 0.0 0.0 0.500
H -0.228 2.554 1.633 0.0 0.0 0.0 0.240
H -1.833 2.610 0.869 0.0 0.0 0.0 0.198
H 0.828 3.610 -0.349 0.0 0.0 0.0 0.416
H -0.745 3.913 -1.077 0.0 0.1 0.0 0.659
H 1.114 1.013 -3.313 0.0 0.0 0.0 0.230
H 2.080 2.071 -2.275 0.0 0.0 0.0 0.212
H -0.241 2.981 -4.103 0.0 0.0 0.0 0.333
H 1.470 3.240 -4.381 0.0 0.0 0.0 0.446
H 0.687 4.058 -3.041 0.0 0.0 0.0 0.361
H -2.177 0.496 -1.509 0.0 0.0 0.0 0.147
H -1.463 0.824 -3.078 0.0 -0.1 0.0 0.548
H -2.948 2.886 -1.325 0.0 0.0 0.0 0.331
H -3.537 2.139 -2.804 0.0 0.0 0.0 0.466
H -2.193 3.262 -2.880 0.0 0.0 0.0 0.336
```
Positions in Å, forces in eV/Å.

## Properties
Multiplicity: 1
Charge: +3

***

Record 2
DFT (the ωB97M-V functional and the def2-TZVPD basis) results for an isolated molecule of C23H35N3O3.

Geometry as XYZ:
```
64
Properties=species:S:1:pos:R:3:forces:R:3:mulliken_charge:R:1
C -1.786 -2.665 2.896 0.0 0.0 0.0 -2.063
C -1.488 -1.607 1.836 0.0 0.0 0.0 2.919
C -2.195 -0.302 2.213 0.0 0.0 0.0 -1.927
C 0.030 -1.400 1.740 0.1 0.0 0.0 -2.235
C 0.426 -0.518 0.557 0.0 0.0 0.1 2.145
C 1.937 -0.387 0.440 0.0 -0.1 -0.3 -0.120
O 2.676 -1.273 0.841 0.0 0.0 0.1 -0.688
N 2.405 0.706 -0.225 0.0 0.1 0.2 0.504
C 1.582 1.834 -0.658 0.1 0.0 0.0 -0.921
C 1.323 2.887 0.427 0.0 0.0 0.0 -0.602
C 2.462 3.036 1.435 0.0 0.0 0.0 -0.626
C 3.870 3.077 0.828 0.0 0.0 0.0 -1.418
C 4.572 1.721 0.604 0.0 0.0 0.0 2.799
C 5.969 1.997 0.043 0.0 0.0 0.0 -2.123
C 4.721 0.968 1.929 0.0 0.0 0.0 -1.800
C 3.842 0.847 -0.428 0.0 0.1 0.0 -2.344
C -0.128 -1.148 -0.726 0.0 0.0 0.1 -1.755
N -1.572 -1.280 -0.619 0.1 0.0 0.0 0.369
C -2.356 -0.413 -1.307 -0.1 -0.1 0.0 0.428
O -1.906 0.450 -2.046 0.0 0.0 0.0 -0.685
C -3.838 -0.597 -1.174 0.0 0.1 0.0 0.985
N -4.585 0.040 -0.184 0.0 0.0 -0.1 -0.500
C -5.797 -0.287 -0.460 0.0 -0.1 0.1 -0.199
O -5.941 -1.093 -1.526 0.1 0.0 -0.1 -0.390
C -4.660 -1.286 -1.992 0.0 -0.1 0.0 0.023
C -4.464 -2.138 -3.173 0.0 0.1 0.0 -0.214
C -4.864 -1.608 -4.528 0.0 0.0 0.0 -0.689
C -3.414 -1.747 -4.182 0.0 0.0 0.1 -0.568
C -2.013 -2.122 0.483 0.0 0.1 0.0 -1.928
H -1.304 -3.614 2.653 0.0 0.0 0.0 0.463
H -1.416 -2.341 3.870 0.0 0.0 0.0 0.404
H -2.861 -2.837 2.985 0.0 0.0 0.0 0.431
H -2.089 0.470 1.451 0.0 0.0 0.0 0.308
H -3.265 -0.466 2.346 0.0 0.0 0.0 0.452
H -1.786 0.086 3.149 0.0 0.0 0.0 0.418
H 0.403 -0.969 2.674 0.0 0.0 0.0 0.632
H 0.533 -2.365 1.631 0.0 0.0 0.0 0.236
H -0.024 0.469 0.671 0.0 0.0 0.0 -0.205
H 2.136 2.297 -1.476 0.0 0.0 0.0 0.630
H 0.641 1.490 -1.084 0.0 0.0 0.0 0.215
H 1.147 3.841 -0.078 0.0 0.0 0.0 0.480
H 0.400 2.656 0.965 0.0 0.0 0.0 0.256
H 2.290 3.957 1.996 0.0 0.0 0.0 0.473
H 2.407 2.231 2.170 0.0 0.0 0.0 0.174
H 3.848 3.634 -0.116 0.0 0.0 0.0 0.382
H 4.520 3.650 1.496 0.0 0.0 0.0 0.565
H 6.502 1.064 -0.152 0.0 0.0 0.0 0.433
H 5.915 2.560 -0.892 0.0 0.0 0.0 0.449
H 6.559 2.577 0.755 0.0 0.0 0.0 0.429
H 5.281 0.044 1.776 0.0 0.0 0.0 0.445
H 5.260 1.586 2.652 0.0 0.0 0.0 0.422
H 3.763 0.683 2.361 0.0 0.0 0.0 0.306
H 4.277 -0.151 -0.426 0.0 0.0 0.0 0.521
H 3.981 1.286 -1.420 0.0 0.0 0.0 0.389
H 0.095 -0.562 -1.612 0.0 0.0 0.0 0.720
H 0.303 -2.148 -0.842 0.0 0.0 0.0 0.166
H -6.695 -0.004 0.065 0.0 0.0 0.0 0.434
H -4.612 -3.199 -3.009 0.0 0.0 0.0 0.499
H -5.300 -2.312 -5.223 0.0 0.0 0.0 0.296
H -5.279 -0.611 -4.562 0.0 0.0 0.0 0.254
H -2.853 -0.844 -3.985 0.0 0.0 0.0 0.199
H -2.854 -2.549 -4.640 0.0 0.0 0.0 0.306
H -1.630 -3.134 0.311 0.0 0.0 0.0 0.359
H -3.101 -2.166 0.495 0.0 0.0 0.0 0.678
```
Positions in Å, forces in eV/Å.

## Properties
Multiplicity: 1
SMILES string: CC1(C)C[C@@H](C(=O)N2CCCCC(C)(C)C2)CN(C(=O)c2ncoc2C2CC2)C1

***

Record 3
DFT (the ωB97M-V functional and the def2-TZVPD basis) results for a cluster of 2 separate species, C2H8OS2 in total.

Geometry as XYZ:
```
13
Properties=species:S:1:pos:R:3:forces:R:3:mulliken_charge:R:1
C -1.844 0.353 -1.742 -0.3 -0.6 -0.1 -0.837
S -0.393 -0.460 -1.047 0.0 0.4 0.2 -0.061
S -0.613 0.163 0.952 0.2 -0.6 -0.5 -0.074
C 0.242 -1.267 1.728 -0.2 0.7 -0.1 -0.791
H -2.766 -0.177 -1.498 0.1 0.0 0.3 0.299
H -1.908 1.379 -1.417 0.0 0.3 0.0 0.273
H -1.748 0.293 -2.821 0.2 0.2 -0.2 0.314
H 0.534 -2.007 0.999 -0.1 -0.1 -0.4 0.293
H 1.155 -0.859 2.151 -0.1 -0.2 0.4 0.285
H -0.457 -1.716 2.429 0.3 0.0 0.3 0.293
H 3.514 2.132 -0.261 0.5 -0.2 0.4 0.308
H 2.246 1.453 -0.438 -0.1 -0.7 0.4 0.302
O 3.081 1.320 0.040 -0.4 0.8 -0.7 -0.604
```
Positions in Å, forces in eV/Å.

## Properties
Multiplicity: 1
SMILES string: CSSC.O

***

Record 4
DFT (the ωB97M-V functional and the def2-TZVPD basis) results for a structure of composition C2H3FN4.

Geometry as XYZ:
```
10
Properties=species:S:1:pos:R:3:forces:R:3:mulliken_charge:R:1
C -1.055 1.263 0.666 -0.6 -1.0 1.5 0.008
C 0.078 -0.080 -0.298 3.9 -4.1 -4.5 0.421
N -0.261 1.163 -0.410 0.6 -0.4 -0.5 -0.492
N -1.193 0.156 1.366 -0.5 -1.1 0.6 -0.570
N -0.464 -0.811 0.661 -0.8 2.8 1.1 0.143
N 1.163 -1.007 -1.240 -1.8 2.2 4.9 -0.274
F 2.397 -0.447 -0.697 -0.7 -0.6 -0.8 -0.207
H -1.559 2.132 1.044 0.0 0.4 -0.3 0.401
H -0.247 -1.730 1.058 -0.1 0.8 -0.5 0.284
H 1.140 -0.640 -2.151 0.1 1.1 -1.6 0.286
```
Positions in Å, forces in eV/Å.

## Properties
Multiplicity: 1

***

Record 5
DFT (the ωB97M-V functional and the def2-TZVPD basis) results for a cluster of 2 separate species, C3H10OSi in total.

Geometry as XYZ:
```
15
Properties=species:S:1:pos:R:3:forces:R:3:mulliken_charge:R:1
C -1.706 1.182 0.653 -2.0 1.1 -2.3 -0.919
C -1.365 -1.213 0.049 -0.2 3.7 -0.3 -0.979
C -1.585 0.054 -0.338 0.2 -1.6 2.6 0.065
O 2.412 -0.333 -1.590 -0.3 2.2 1.4 -0.425
Si 2.465 -0.064 0.052 0.7 1.2 -1.7 0.530
H -0.874 1.896 0.623 -0.5 0.2 -0.2 0.234
H -2.783 1.654 0.409 2.6 -0.4 0.6 0.248
H -1.817 0.801 1.621 0.1 -0.6 1.5 0.348
H -1.545 -1.988 -0.593 0.0 -2.1 -1.3 0.306
H -1.034 -1.275 1.028 0.4 -1.1 1.8 0.278
H -1.897 0.189 -1.300 -0.7 0.8 -2.6 0.422
H 2.601 -1.153 -1.938 0.6 -2.8 -1.2 0.280
H 2.012 1.342 -0.078 0.8 0.3 0.6 -0.138
H 3.759 -0.526 0.685 -0.5 0.5 -0.2 -0.108
H 1.358 -0.566 0.718 -1.3 -1.3 1.2 -0.143
```
Positions in Å, forces in eV/Å.

## Properties
Multiplicity: 1
SMILES string: O[SiH3].C=CC

***

Record 6
DFT (the ωB97M-V functional and the def2-TZVPD basis) results for a structure of composition C15H19N3O3S.

Geometry as XYZ:
```
41
Properties=species:S:1:pos:R:3:forces:R:3:mulliken_charge:R:1
N -3.207 -3.408 0.743 0.0 -0.5 0.4 -0.476
C -2.411 -2.366 0.179 -2.3 -0.2 0.4 0.357
O -1.234 -2.097 0.430 -1.6 -1.1 -0.2 -0.611
C -3.316 -1.457 -0.738 1.9 -0.4 -1.3 0.526
C -4.388 -0.836 -0.028 -2.7 4.9 8.2 -0.597
C -4.994 0.432 -0.642 1.0 3.1 -0.1 -0.955
H -5.411 0.022 -1.480 -1.7 -0.1 -2.8 0.418
C -3.831 1.559 -1.044 -0.5 -5.1 7.9 -1.137
N -2.574 0.917 -0.896 4.2 1.5 2.6 0.061
C -1.535 1.328 0.039 -13.4 11.7 -4.2 0.579
N -0.617 0.759 0.401 10.4 -16.9 0.8 0.542
H -0.783 -0.349 0.196 0.7 2.1 0.2 -0.079
C 0.576 0.793 1.093 -3.0 9.9 7.4 -0.528
C 1.851 0.418 0.767 3.9 -5.7 -4.3 0.641
C 1.924 -1.070 0.573 -5.5 3.0 4.2 -0.171
C 3.020 -1.727 0.392 8.1 -2.6 -3.6 -1.053
C 4.173 -1.061 -0.076 -4.1 7.8 2.1 0.685
C 4.004 0.439 -0.019 2.8 -0.9 -2.0 0.395
C 3.003 1.237 0.255 -5.9 -2.8 3.3 -0.928
H 2.805 2.252 0.449 0.8 1.4 -0.6 0.474
O 5.172 1.034 -0.633 -6.0 3.7 3.1 -0.423
C 5.944 0.044 -0.685 7.0 -1.5 -6.3 -0.335
O 5.372 -1.146 -0.532 1.2 -6.1 0.6 -0.429
H 6.295 0.040 -1.727 -0.3 -0.6 -1.4 0.241
H 6.964 0.169 -0.453 1.3 -0.2 3.3 0.352
H 3.251 -2.746 0.232 -1.2 -1.7 0.6 0.416
H 1.108 -1.841 1.017 1.2 2.6 -1.3 0.125
H 0.659 2.226 1.118 -0.3 -3.7 0.3 0.111
H 0.288 0.662 2.365 0.8 0.1 -3.6 0.208
S -1.620 2.903 0.668 -0.9 1.5 0.0 -0.557
C -2.467 -0.286 -1.492 0.7 -5.3 1.2 -1.704
H -1.483 -0.785 -1.638 -0.1 1.1 0.4 0.579
H -2.821 -0.218 -2.441 -1.4 0.0 -3.0 0.489
H -3.866 2.207 -0.197 -0.2 1.2 -0.1 0.391
H -3.935 1.934 -1.908 -1.1 3.1 -6.4 0.606
H -5.722 1.204 -0.131 0.9 -2.7 -0.3 0.318
H -3.919 -0.274 0.864 0.1 -1.0 -0.5 0.206
H -5.235 -1.297 0.679 1.8 -0.3 -2.2 0.194
H -3.907 -1.997 -1.437 0.6 -1.4 -1.5 0.510
H -4.342 -3.429 0.537 4.5 0.0 0.8 0.265
H -2.716 -4.132 1.438 -1.8 2.3 -2.2 0.296
```
Positions in Å, forces in eV/Å.

## Properties
Multiplicity: 1

***

Record 7
DFT (the ωB97M-V functional and the def2-TZVPD basis) results for an isolated molecule of C3H5N3O.

Geometry as XYZ:
```
12
Properties=species:S:1:pos:R:3:forces:R:3:mulliken_charge:R:1
N 0.813 -1.666 -0.096 0.1 0.1 0.2 -0.570
C -0.103 -0.619 0.101 -0.3 0.2 0.1 0.531
C -1.364 -0.670 0.604 0.1 -0.2 0.0 -0.490
O -1.983 0.517 0.507 -0.3 -0.3 0.0 -0.163
N -1.123 1.403 -0.064 0.2 0.0 0.1 -0.472
C 0.005 0.766 -0.267 -0.3 0.2 0.2 0.220
N 1.076 1.618 -0.525 0.0 0.0 -0.1 -0.517
H 1.774 -1.400 0.077 -0.1 0.1 0.0 0.249
H 0.587 -2.479 0.467 0.1 0.1 -0.1 0.249
H -1.938 -1.443 1.089 0.1 -0.1 -0.1 0.414
H 1.649 1.451 -1.343 -0.2 -0.1 0.0 0.253
H 0.607 2.522 -0.551 0.8 0.2 -0.2 0.297
```
Positions in Å, forces in eV/Å.

## Properties
Multiplicity: 1
SMILES string: Nc1conc1N

***

Record 8
DFT (the ωB97M-V functional and the def2-TZVPD basis) results for an isolated molecule of C24H30N4O4.

Geometry as XYZ:
```
62
Properties=species:S:1:pos:R:3:forces:R:3:mulliken_charge:R:1
C -4.519 -1.778 -3.460 -0.1 0.1 0.4 -1.090
C -5.443 -1.216 -2.383 -0.1 0.0 -0.5 -0.474
H -5.690 -0.166 -2.591 0.0 -0.1 0.1 0.342
H -6.376 -1.788 -2.363 0.1 0.2 0.0 0.360
O -4.919 -1.362 -1.083 0.2 0.0 0.3 -0.521
C -3.901 -0.553 -0.670 0.0 -0.2 0.2 1.102
C -3.405 0.541 -1.355 -0.2 -0.1 -0.1 -0.948
C -2.373 1.302 -0.825 0.1 0.0 0.2 -0.861
C -1.830 0.984 0.404 -0.2 0.0 0.0 -0.880
C -2.322 -0.112 1.103 -0.1 -0.1 0.0 0.238
C -3.342 -0.889 0.585 -0.2 0.0 -0.2 0.915
O -3.870 -1.997 1.173 -0.1 0.2 -0.3 -0.537
C -3.437 -2.371 2.464 0.0 0.0 0.5 -0.397
C -4.051 -1.508 3.564 0.1 -0.1 -0.4 -1.062
H -5.135 -1.559 3.508 -0.1 0.0 0.0 0.330
H -3.728 -1.868 4.537 0.0 0.0 0.1 0.368
H -3.751 -0.468 3.455 0.0 0.1 0.1 0.310
H -3.778 -3.404 2.573 0.1 0.1 0.0 0.356
H -2.341 -2.360 2.524 -0.1 -0.1 0.0 0.327
H -1.865 -0.358 2.047 0.0 -0.1 0.1 0.435
C -0.668 1.776 0.974 0.1 -0.1 -0.2 0.332
C 0.574 1.406 0.205 -0.2 0.6 0.0 -0.299
C 1.112 2.236 -0.732 0.2 -0.8 0.4 1.045
C 2.222 1.828 -1.501 0.0 0.1 -0.1 -1.000
C 2.756 0.588 -1.312 0.0 0.6 -0.3 1.034
N 2.233 -0.243 -0.374 -0.1 0.0 0.1 0.169
C 1.151 0.113 0.447 0.2 0.2 -0.3 0.422
O 0.759 -0.667 1.303 -0.1 -0.1 0.3 -0.739
C 2.764 -1.573 -0.126 0.1 -0.5 0.5 -1.351
H 3.143 -2.002 -1.051 0.0 0.0 0.0 0.600
H 1.921 -2.168 0.236 0.2 0.0 -0.2 0.484
C 3.844 -1.567 0.965 -0.2 0.0 -0.2 -0.978
N 5.150 -1.186 0.443 0.0 0.0 0.3 0.391
C 5.876 -2.335 -0.064 0.0 0.1 0.0 -1.182
H 6.146 -3.046 0.731 0.0 0.0 0.0 0.385
H 5.267 -2.857 -0.800 0.0 -0.1 -0.1 0.330
H 6.790 -1.995 -0.550 0.0 -0.1 -0.1 0.356
C 5.944 -0.456 1.411 0.0 0.0 0.0 -1.135
H 5.406 0.442 1.711 0.0 0.0 0.1 0.355
H 6.175 -1.048 2.309 0.0 0.0 0.1 0.326
H 6.882 -0.157 0.944 0.1 0.0 0.1 0.334
H 3.536 -0.852 1.729 0.0 -0.1 0.0 0.633
H 3.877 -2.561 1.436 0.0 0.0 0.1 0.257
C 3.927 0.132 -2.120 0.0 0.0 -0.1 -1.630
H 4.301 0.956 -2.719 0.0 0.1 -0.1 0.366
H 4.714 -0.225 -1.458 0.0 0.0 -0.1 0.269
H 3.640 -0.676 -2.793 0.0 -0.1 -0.1 0.339
H 2.629 2.506 -2.231 0.1 0.0 -0.1 0.425
O 0.637 3.498 -0.975 -0.2 0.2 0.1 -0.507
C -0.282 4.002 -0.105 -0.1 0.3 0.5 1.212
C -0.896 3.265 0.849 0.9 -0.6 -0.7 -0.816
C -1.821 3.869 1.707 -0.3 0.4 0.2 -0.711
N -2.584 4.370 2.407 -0.2 0.2 0.2 -0.601
N -0.439 5.352 -0.268 0.2 -0.3 -0.2 -0.534
H -0.122 5.735 -1.142 -0.1 0.0 0.0 0.244
H -1.254 5.768 0.150 0.0 0.0 0.0 0.244
H -0.540 1.495 2.025 0.0 0.1 -0.1 0.890
H -2.002 2.147 -1.388 0.0 0.1 0.0 0.363
H -3.814 0.824 -2.313 -0.1 0.0 -0.1 0.329
H -4.313 -2.826 -3.255 0.0 -0.1 0.0 0.312
H -4.993 -1.694 -4.435 0.0 0.0 -0.1 0.373
H -3.573 -1.241 -3.478 0.1 0.0 -0.1 0.348
```
Positions in Å, forces in eV/Å.

## Properties
Multiplicity: 1
SMILES string: CCOc1ccc([C@@H]2C(C#N)=C(N)Oc3cc(C)n(CCN(C)C)c(=O)c32)cc1OCC

***

no.,lowest unoccupied orbital energy (eV),E_HOMO (eV)
1,-10.93,-16.353
2,0.75,-8.986
3,0.55,-8.027
4,0.96,-10.644
5,0.75,-9.431
6,0.34,-7.161
7,0.88,-8.572
8,0.56,-7.558